1.
Molecular formula: C6H8FN
Method: DFT, ωB97M-V/def2-TZVPD

* LUMO level (alpha / beta): 1.10 / -2.04 eV
* HOMO level (alpha / beta): -0.204 / -0.364 Eh
* orbital gap (alpha / beta): 6.655 / 7.858 eV
* spin multiplicity: 3
* largest force on an atom: 6.7 eV Å⁻¹
* energy above the lowest of the compared OMol25 structures with the same formula, charge and spin: 59.01 kJ/mol
* E: -387.858294 a.u.

Last column: Mulliken charge in e.
Geometry (Å):
1 C -1.745 -1.626 -0.061  -0.396
2 C -2.861 -0.704 -0.069  -0.160
3 C -0.433 -1.237 -0.073  -0.090
4 C -3.008 0.587 0.325  -0.167
5 C 1.330 0.189 -0.101  0.170
6 C 2.045 1.443 -0.088  -1.070
7 N 0.080 0.063 -0.219  -0.369
8 F -4.199 1.244 0.276  -0.231
9 H -2.066 -2.738 -0.183  0.234
10 H -3.773 -1.297 -0.366  0.216
11 H 0.333 -1.925 -0.176  0.298
12 H -2.203 1.219 0.639  0.406
13 H 1.862 -0.788 0.010  0.246
14 H 2.159 1.570 0.966  0.278
15 H 1.385 2.250 -0.433  0.289
16 H 3.036 1.465 -0.470  0.346

***

2.
Molecular formula: C6H8HgO6
Method: DFT, ωB97M-V/def2-TZVPD

* LUMO level (alpha / beta): -6.47 / -6.47 eV
* HOMO level (alpha / beta): -0.438 / -0.517 Eh
* orbital gap (alpha / beta): 5.458 / 7.595 eV
* spin multiplicity: 2
* largest force on an atom: 3.4 eV Å⁻¹
* energy above the lowest of the compared OMol25 structures with the same formula, charge and spin: 0.00 kJ/mol
* E: -837.949786 a.u.
* total charge: +1

Last column: Mulliken charge in e.
Geometry (Å):
1 H 0.062 0.158 -2.120  0.312
2 O -1.515 -3.431 -3.054  -0.656
3 C -1.470 -2.203 -2.906  0.830
4 O -2.062 -1.324 -3.563  -0.668
5 O -0.675 -1.779 -1.835  -0.240
6 Hg -2.903 -3.008 -4.729  0.608
7 C -0.739 -0.442 -1.520  -0.331
8 C -0.116 -0.053 -0.298  -0.082
9 C -0.416 1.189 0.386  -0.442
10 C 0.650 1.701 1.339  -0.702
11 O 0.943 0.626 2.230  -0.299
12 C 1.992 0.764 3.030  0.651
13 O 2.698 1.740 3.095  -0.511
14 O 2.128 -0.342 3.745  -0.419
15 H -1.703 0.043 -1.744  0.466
16 H 0.537 -0.783 0.196  0.508
17 H -1.301 0.851 0.982  0.329
18 H -0.805 1.968 -0.283  0.484
19 H 0.269 2.563 1.900  0.411
20 H 1.555 1.998 0.796  0.379
21 H 2.872 -0.236 4.353  0.374

***

3.
Molecular formula: C6H8IN2
Method: DFT, ωB97M-V/def2-TZVPD

* LUMO level: -6.10 eV
* HOMO level: -0.510 Eh
* orbital gap: 7.770 eV
* largest force on an atom: 4.2 eV Å⁻¹
* energy above the lowest of the compared OMol25 structures with the same formula, charge and spin: 198.79 kJ/mol
* E: -640.249810 a.u.
* total charge: +1

Last column: Mulliken charge in e.
Geometry (Å):
1 C -0.273 1.036 -0.575  -0.468
2 C 1.103 0.891 -0.569  -0.081
3 C -0.060 -1.770 -0.516  0.085
4 C -1.017 0.191 0.286  0.837
5 C 1.818 0.072 0.371  -0.582
6 C -2.138 0.892 1.038  -1.028
7 N -0.774 -1.081 0.338  -0.480
8 N 1.222 -1.863 -0.635  -0.347
9 I 3.939 0.116 0.277  0.317
10 H -0.744 1.833 -1.078  0.449
11 H 1.617 1.695 -1.274  0.291
12 H -0.591 -2.419 -1.270  0.372
13 H 1.517 -0.285 1.415  0.424
14 H -2.472 1.594 0.225  0.357
15 H -1.757 1.425 1.919  0.289
16 H -2.952 0.192 1.344  0.317
17 H 1.563 -2.518 -1.297  0.248

***

4.
Molecular formula: C6H8LiO6Sc
Method: DFT, ωB97M-V/def2-TZVPD

* LUMO level (alpha / beta): -4.55 / -4.90 eV
* HOMO level (alpha / beta): -0.408 / -0.415 Eh
* orbital gap (alpha / beta): 6.563 / 6.389 eV
* spin multiplicity: 2
* largest force on an atom: 3.2 eV Å⁻¹
* energy above the lowest of the compared OMol25 structures with the same formula, charge and spin: 0.00 kJ/mol
* E: -1452.899948 a.u.
* total charge: +1

Last column: Mulliken charge in e.
Geometry (Å):
1 O -0.283 -1.350 0.590  -0.376
2 O 1.987 0.395 1.637  -0.307
3 C 0.503 -1.672 -0.537  -0.221
4 C 1.978 -1.329 -0.420  -0.826
5 O 2.282 0.070 -0.528  -0.165
6 C 2.357 0.909 0.547  -0.361
7 H 0.081 -1.168 -1.423  0.306
8 H 0.474 -2.749 -0.782  0.347
9 H 2.507 -1.800 -1.258  0.380
10 H 2.396 -1.741 0.512  0.394
11 O -1.530 1.039 1.117  -0.354
12 C -0.988 2.143 0.373  -0.307
13 C -0.898 1.582 -1.046  -0.164
14 O -1.796 0.464 -1.006  -0.342
15 C -2.003 0.101 0.257  1.229
16 H -1.676 2.991 0.461  0.277
17 H -0.008 2.398 0.791  0.256
18 H 0.107 1.212 -1.285  0.132
19 H -1.245 2.278 -1.815  0.352
20 O -2.867 -0.713 0.578  -0.883
21 Li -1.897 -2.338 0.834  0.869
22 Sc 0.519 -0.726 2.404  0.765